Entry 1:
Molecular formula: C24H33ClI2P3Sc
Method: DFT, ωB97M-V with the def2-TZVPD basis set

Geometry as XYZ:
```
64
Properties=species:S:1:pos:R:3:forces:R:3
I 0.24020 1.18153 -5.98336 -0.6 1.2 1.1
I -0.50421 2.85727 -3.77615 0.7 -1.4 -0.9
Sc -0.02163 0.05059 -1.92392 -0.3 0.3 -1.1
P -2.79079 -0.11641 -2.09799 -0.9 0.5 0.7
C -3.92884 0.92606 -1.07814 -0.3 0.3 0.1
C -3.27150 0.25184 -3.81009 -0.3 0.0 -0.5
H -4.34950 0.19443 -3.99367 0.1 -0.1 0.3
H -4.40216 -1.96813 -1.74710 0.0 0.4 -0.2
H -2.78482 -0.41276 -4.52097 0.1 -0.2 0.1
H -2.84167 -2.54408 -2.30228 0.1 0.0 -0.1
H -3.65103 1.97022 -1.23432 0.2 0.0 0.2
H -2.96640 1.26034 -4.09176 0.0 0.0 0.2
C -3.32467 -1.79518 -1.67772 -0.2 -0.6 -0.1
H -5.02174 0.90718 -1.30347 0.9 -0.6 -0.2
H -3.05678 -2.02643 -0.64740 0.2 0.2 0.1
H -3.82359 0.69021 -0.00671 0.2 0.1 -0.4
P 2.71783 -0.07084 -2.07774 1.1 0.6 0.2
C 3.75526 1.04893 -1.02070 0.3 0.4 0.1
C 3.35353 -1.73670 -1.72943 0.1 -0.6 0.0
H 2.65118 -0.37205 -4.50970 -0.1 -0.2 0.3
H 4.22758 0.25290 -4.06356 -0.2 -0.1 0.5
H 2.83310 1.30171 -4.13190 -0.1 0.1 0.4
C 3.15640 0.30658 -3.82089 0.3 0.0 -0.4
H 2.88029 -2.46863 -2.38074 -0.2 0.0 -0.1
H 4.43000 -1.88396 -1.84838 0.0 0.5 -0.2
H 4.85425 1.05742 -1.17136 -0.6 -0.5 -0.4
H 3.60880 0.86805 0.05596 -0.2 -0.2 -0.4
H 3.13361 -2.02834 -0.70295 -0.2 0.1 0.1
H 3.45390 2.08476 -1.20065 -0.2 -0.1 0.0
Cl -0.06636 -1.61322 -3.50810 0.1 0.1 0.2
C 3.22194 2.36783 3.44738 0.0 0.0 0.4
C 3.14226 0.97955 3.46827 -0.1 -0.5 -0.2
C 2.31602 0.27988 2.56587 -0.2 0.3 0.1
C 1.49710 0.99405 1.67770 0.1 0.4 0.2
C 1.56878 2.40447 1.67373 0.2 -0.3 0.4
C 2.42202 3.07591 2.55666 -0.3 -0.1 -0.4
P 0.11674 0.21371 0.71539 -0.2 -0.3 1.9
C 0.02499 -1.53330 1.12915 0.8 -0.4 0.3
C 0.00485 -2.39306 0.02487 0.7 -0.6 0.8
C 0.25176 -3.75266 0.21989 -0.2 -0.2 0.4
C 0.39790 -4.28429 1.51175 0.2 0.0 0.3
C 0.35263 -3.43675 2.63244 -0.2 0.9 0.3
C 0.17067 -2.03681 2.45148 0.4 -0.9 -0.4
C -1.33243 0.77806 1.63922 -0.9 1.1 -0.2
C -2.16466 0.02001 2.48473 0.0 0.2 0.0
C -3.24242 0.63393 3.15828 0.3 -0.4 -0.2
C -3.51957 1.98278 2.95226 -0.1 0.2 0.3
C -2.69965 2.73138 2.10080 0.1 -0.2 0.0
C -1.62531 2.13759 1.43931 -0.8 -0.1 0.6
H 3.85123 2.89947 4.18772 -0.5 -0.4 -0.6
H 3.68423 0.41974 4.23384 0.0 0.1 -0.4
H 2.22264 -0.80783 2.61007 0.3 0.4 0.1
H 0.88985 2.98287 1.05377 0.3 0.0 0.0
H 2.41637 4.16105 2.58601 0.0 -0.1 -0.1
H -0.10039 -2.04524 -1.01223 0.0 -0.3 0.3
H 0.38104 -4.40321 -0.62959 -0.2 -0.1 -0.2
H 0.59714 -5.36609 1.66800 -0.2 0.9 -0.3
H 0.50496 -3.81760 3.67537 -0.2 0.3 -1.2
H 0.22020 -1.35422 3.32817 -0.1 -0.6 -0.8
H -1.96493 -1.04243 2.63950 -0.2 0.4 0.0
H -3.84589 0.04281 3.86405 0.3 0.3 -0.5
H -4.36260 2.46285 3.49065 0.7 -0.4 -0.5
H -2.88272 3.78872 1.97161 -0.1 0.0 -0.1
H -1.00500 2.74354 0.78904 -0.2 0.0 0.0
```
Forces are in eV/Å.

As for the charge: +2.

=====

Entry 2:
Molecular formula: C24H33N2O4
Method: DFT, ωB97M-V with the def2-TZVPD basis set

Geometry as XYZ:
```
63
Properties=species:S:1:pos:R:3:forces:R:3
C -1.40086 -1.65870 -0.91304 2.4 1.3 -8.4
C -1.35782 -2.03326 0.26786 -2.9 0.2 4.9
C -2.53218 -1.76268 1.15577 -1.6 -1.6 4.6
C -3.75720 -1.07166 0.57421 -2.5 0.7 -1.9
C -4.99275 -1.80335 0.09916 3.5 8.0 1.4
C -6.11065 -0.95402 -0.23096 12.6 2.9 4.3
C -5.95620 0.37573 -0.28990 2.2 8.4 -2.8
C -4.69233 1.12026 -0.23256 -1.0 -1.9 2.1
C -3.69321 0.35921 0.31851 3.0 -2.4 1.4
O -2.37033 0.79486 0.77698 -2.2 3.6 -1.9
C -2.08220 2.30550 0.32563 0.3 -5.8 -3.3
C -0.60200 2.23844 0.35744 0.9 -5.0 6.9
H -0.24879 1.90761 1.42401 -1.5 2.0 -0.3
O 0.07878 1.09367 -0.13934 -2.7 -2.9 -3.1
H -0.62152 0.28107 -0.25146 2.0 2.6 0.6
C -0.00956 3.42139 -0.00398 7.5 -5.5 -10.5
N 1.53096 3.48196 -0.11337 -1.1 0.4 4.5
C 2.18050 3.22303 -1.27362 2.5 2.0 -3.2
H 3.20529 4.03244 -1.48741 -2.5 -2.4 0.9
H 1.56948 3.51109 -2.11421 -0.4 0.1 -0.5
C 2.61270 1.80316 -1.44876 1.9 3.9 3.9
N 3.36556 1.64041 0.00603 2.2 -4.1 -2.9
C 3.99997 0.29126 -0.06157 -3.3 -0.5 1.0
C 5.31089 0.02240 0.07074 4.4 3.4 -3.6
C 5.88708 -1.14033 -0.31135 1.4 -4.5 4.0
C 5.11105 -2.38702 -0.05971 -5.5 5.1 -1.8
C 3.65323 -2.36830 -0.06773 6.2 13.7 -0.7
C 3.17110 -0.74486 -0.13068 -3.9 -8.5 1.2
H 1.98642 -0.79385 -0.00075 2.7 1.0 -0.6
H 3.02346 -3.07902 0.01911 -4.2 -4.9 0.5
O 5.42139 -3.57931 -0.06655 3.2 -6.4 -0.4
C 6.75657 -4.03471 -0.12523 0.8 -2.1 5.4
H 7.32296 -3.60704 -0.87821 0.9 0.5 -1.9
H 6.81208 -5.22369 0.00494 -0.4 2.9 -0.9
H 7.24613 -3.67128 0.89404 -0.6 -0.7 -1.9
H 6.99992 -1.24091 -0.02147 -1.6 0.2 -1.3
H 6.08170 0.81871 -0.28994 -1.3 -0.4 1.7
C 2.71302 1.89678 1.34434 -8.8 1.1 -11.2
H 3.33033 1.74393 1.96488 8.1 -2.9 8.9
H 1.73911 1.33754 1.20502 1.5 -0.1 1.1
C 2.33435 3.26652 1.17884 -5.5 3.0 -0.6
H 2.99664 4.07033 1.27262 1.8 0.7 -0.1
H 1.55855 3.52764 1.93091 0.5 -0.2 0.0
H 4.24123 2.04094 -0.15994 1.4 2.8 0.4
H 3.14399 1.63165 -2.31635 2.3 -0.5 -1.2
H 1.93267 1.10477 -1.32559 -3.8 -2.9 0.2
H -0.22185 3.45095 -1.10901 -0.4 1.1 0.7
H -0.23103 4.12217 0.50453 -3.5 9.5 6.2
H -2.26530 2.31003 -0.85561 -0.6 0.3 2.5
H -2.61674 2.98197 0.93380 -0.3 0.8 0.5
H -4.53185 2.21266 -0.29024 -0.8 -0.8 -0.4
H -6.65085 1.13091 -0.91438 0.5 -2.5 1.8
O -7.07810 -1.29160 -0.75561 -14.2 -8.9 -4.3
C -7.46338 -2.80875 -0.38417 -8.1 5.7 1.9
H -7.35060 -3.08415 0.68675 -0.6 0.9 -0.6
H -6.80637 -3.24812 -0.86545 5.9 -4.7 -4.8
H -8.57221 -2.93551 -0.90523 3.1 0.3 1.8
H -5.21341 -2.68152 0.45656 -0.4 -5.2 1.4
H -3.02826 -2.75072 1.47524 1.2 0.8 -0.5
H -2.19692 -1.38583 2.39500 -0.9 -0.6 -4.0
H -0.59541 -2.57651 0.65064 2.4 -1.4 1.3
H -2.24153 -1.21126 -1.40569 -0.4 0.4 0.2
H -0.52728 -1.82802 -1.66540 -1.5 0.1 1.5
```
Forces are in eV/Å.

As for the charge: +1. The energy above the lowest of the compared OMol25 structures with the same formula, charge and spin is 1793.6 kJ/mol.

=====

Entry 3:
Molecular formula: C24H33N3O4S
Method: DFT, ωB97M-V with the def2-TZVPD basis set

Geometry as XYZ:
```
65
Properties=species:S:1:pos:R:3:forces:R:3
C 2.84796 -6.23769 0.61618 0.2 -0.1 0.1
O 1.62481 -5.70891 0.16915 -0.3 0.2 -0.1
C 1.51262 -4.35352 0.04475 0.0 0.1 0.0
C 2.51585 -3.43471 0.31463 0.0 -0.5 0.1
C 2.29148 -2.07751 0.14548 -0.2 0.3 -0.1
C 1.06003 -1.59073 -0.28470 0.2 -0.3 0.1
N 0.76345 -0.22821 -0.38589 -0.3 0.3 0.3
C 1.67561 0.76586 0.13851 0.3 0.1 -0.1
C 2.68320 1.25007 -0.91437 0.1 0.1 0.4
N 1.94669 1.77498 -2.05097 0.1 -0.2 0.1
C 2.01370 3.10256 -2.31594 0.0 -0.2 -0.4
O 2.80973 3.81510 -1.72981 0.1 0.5 0.1
C 1.06944 3.71198 -3.34189 0.1 0.2 0.1
C 0.24131 4.80918 -2.64288 0.1 -0.1 0.0
C -0.50433 4.19864 -1.49203 0.0 0.1 0.1
C -1.70458 3.52424 -1.70110 -0.1 -0.1 0.2
C -2.30184 2.81558 -0.67238 -0.1 0.1 -0.2
C -1.69423 2.78630 0.56839 0.0 -0.3 0.4
S -2.32118 1.66992 1.81395 0.5 -0.2 -0.5
O -3.73314 1.83438 1.98537 -0.2 -0.1 -0.2
O -1.47195 1.76368 2.97161 0.1 0.1 -0.2
N -2.07548 0.22736 0.98829 -0.2 0.8 0.2
C -2.89830 -0.88135 1.43194 -0.4 -0.1 0.5
C -2.56829 -1.38782 2.84197 0.0 -0.2 -0.2
C -1.10668 -1.82135 2.94547 -0.3 0.2 0.0
C -3.50079 -2.54253 3.19787 0.1 0.3 0.0
C -0.53563 3.49773 0.81167 -0.1 0.0 0.2
C 0.05498 4.21022 -0.21840 -0.1 0.0 0.0
C 1.09232 0.76166 -2.62165 -0.5 -0.2 -0.1
C 0.08597 0.26176 -1.56800 0.1 0.1 -0.4
C 0.05223 -2.52879 -0.54178 0.1 0.0 0.0
C 0.27452 -3.87726 -0.38861 0.2 -0.1 0.0
H 3.10067 -5.87669 1.61875 0.0 0.0 0.0
H 3.66600 -5.99980 -0.07221 0.0 0.0 0.0
H 2.70895 -7.31719 0.64796 0.1 0.1 0.0
H 3.48881 -3.75521 0.65242 0.1 -0.1 0.0
H 3.10823 -1.40534 0.35628 0.1 0.1 0.0
H 2.18748 0.37259 1.01586 0.0 0.0 0.0
H 1.07271 1.62597 0.45274 0.2 -0.1 0.0
H 3.30658 2.05074 -0.51561 0.0 -0.2 0.0
H 3.31806 0.42371 -1.25143 0.0 0.0 0.0
H 1.67883 4.17053 -4.12288 0.0 -0.1 0.0
H 0.40049 2.98727 -3.79737 0.0 0.0 0.0
H -0.44730 5.25316 -3.36323 0.0 0.0 0.0
H 0.92389 5.57714 -2.27940 0.0 0.0 -0.1
H -2.15988 3.53675 -2.68098 -0.1 0.0 -0.1
H -3.21794 2.26578 -0.81659 -0.1 -0.1 -0.1
H -1.09122 -0.00998 0.99331 0.4 0.1 -0.1
H -3.92673 -0.51567 1.40538 -0.1 -0.3 -0.1
H -2.78800 -1.69211 0.70552 0.0 0.0 0.0
H -2.73671 -0.55870 3.53696 0.0 -0.1 0.0
H -0.44338 -0.96314 2.86083 0.2 0.0 0.0
H -0.85777 -2.53775 2.16359 0.1 -0.1 -0.1
H -0.92509 -2.28681 3.91128 0.1 0.0 0.1
H -3.33631 -3.38150 2.52422 0.0 -0.2 -0.1
H -3.31814 -2.87862 4.21545 0.0 -0.1 0.1
H -4.54037 -2.23379 3.11972 -0.2 0.0 0.0
H -0.10942 3.46747 1.80249 0.1 0.0 0.1
H 0.97607 4.74634 -0.04762 0.1 0.0 0.0
H 0.56009 1.12630 -3.49690 0.1 0.0 0.0
H 1.72705 -0.07849 -2.93393 -0.1 0.1 0.0
H -0.52180 -0.52739 -2.00601 -0.1 0.1 0.0
H -0.56867 1.08845 -1.27712 0.0 -0.1 -0.1
H -0.92648 -2.19286 -0.84801 -0.1 0.0 0.0
H -0.50822 -4.59200 -0.58832 -0.1 -0.1 0.0
```
Forces are in eV/Å.

As for the SMILES: COc1ccc(N2CCN(C(=O)CCc3ccc(S(=O)(=O)NCC(C)C)cc3)CC2)cc1. The energy above the lowest of the compared OMol25 structures with the same formula, charge and spin is 87.2 kJ/mol.

=====

no.,HOMO-LUMO gap (Ha),E_tot (eV)
1,0.22487,-102703.3853
2,0.25970,-36567.6687
3,0.30198,-48919.3988